Below is C5H8ClNO in the gas phase, with properties calculated with ωB97M-V/def2-TZVPD.

CARTESIAN COORDINATES (ANGSTROEM)
1 Cl 2.93413 -0.20003 -0.27967
2 O -0.00572 2.31458 0.35688
3 N -0.86650 -0.55944 0.51177
4 C -0.70090 0.17585 -0.77813
5 C -1.96539 -0.63433 -0.42036
6 C 0.45153 1.17120 -0.45658
7 C 1.27764 0.25238 0.42764
8 C 0.51000 -1.13624 0.70114
9 H -0.13934 -0.31915 -1.72626
10 H 0.59753 -1.52047 1.69914
11 H 1.55107 0.76400 1.43200
12 H -0.47130 1.93297 1.09240
13 H 1.07593 1.40913 -1.41404
14 H -2.09436 -1.50968 -1.00992
15 H 0.79137 -1.90168 -0.04583
16 H -2.94570 -0.23911 -0.09019

Calculated values
E_HOMO = -9.33 eV
E_tot = -785.3524 a.u.
energy above the lowest of the compared OMol25 structures with the same formula, charge and spin = 110.2 kcal/mol
orbital gap = 10.23 eV
SMILES string = O[C@H]1[C@H](Cl)CN2C[C@@H]12

Here are the natural (NBO) charges for atoms 1 to 2, given in e:
1. Cl -0.103
2. O -0.712